This record from OMol25 describes a molecular structure, C20H55F3N20O10STa. The level of theory is ωB97M-V/def2-TZVPD.

Atoms and positions in Å:
F -2.48329 1.68536 3.32530
C -1.69550 1.54618 2.18333
F -0.34810 1.72874 2.61355
F -1.91144 2.61149 1.29905
Ta -1.87906 -0.53959 1.08477
S -4.25894 0.07050 0.30063
C -2.67782 -1.57912 2.94231
C -1.90223 -2.92400 3.34859
C -0.34650 -2.75854 3.62090
C 0.61686 -3.30417 2.44767
C 1.86649 -2.55323 2.25454
C 2.80106 -2.94517 1.20232
C 2.48803 -4.08317 0.34496
C 1.28115 -4.88445 0.49871
C 0.34223 -4.45866 1.57374
H -1.27891 0.23747 -0.51473
H -1.96485 -2.17755 0.19832
H -0.12666 -0.82857 1.51978
H -4.14050 0.62373 -0.94500
H -3.74762 -1.86813 2.73727
H -2.71614 -0.90502 3.84686
H -2.36142 -3.24810 4.33368
H -2.08635 -3.78452 2.65564
H -0.10649 -1.70018 3.90540
H -0.10718 -3.41042 4.50714
H 2.06972 -1.69209 2.92892
H 3.71405 -2.32604 1.08660
H 3.20825 -4.34432 -0.46535
H 1.10393 -5.73430 -0.19796
H -0.59119 -5.05874 1.68822
C 0.34718 -4.34734 -3.26997
O -0.42763 -4.78477 -2.42742
N 0.44006 -4.87242 -4.53134
N 1.17635 -3.31274 -3.02316
H 1.06903 -4.52773 -5.23180
H -0.16163 -5.64512 -4.75154
H 1.13407 -2.91137 -2.10007
H 1.81949 -2.93041 -3.69684
C 5.37263 -0.30332 -0.77253
O 5.12955 -1.49680 -0.82810
N 6.52638 0.23967 -1.26095
N 4.50804 0.59042 -0.21603
H 6.73881 1.21755 -1.22216
H 7.19897 -0.38864 -1.68534
H 3.64554 0.22712 0.15594
H 4.68431 1.57517 -0.15757
C 3.37438 1.22779 4.41298
O 3.49000 1.60736 3.26097
N 2.16916 0.96129 4.98668
N 4.45166 1.03579 5.23219
H 2.05973 0.64886 5.93277
H 1.34745 1.08997 4.41629
H 5.35946 1.22113 4.84522
H 4.38151 0.72395 6.18224
C -7.86296 3.18508 0.16525
O -8.96188 3.68260 0.36810
N -7.69390 1.87043 -0.12121
N -6.70999 3.91073 0.21082
H -6.79726 1.44672 -0.29053
H -8.51953 1.29993 -0.16264
H -6.79672 4.88926 0.42304
H -5.79555 3.52481 0.04759
C -8.51758 7.92392 -1.24606
O -8.61515 9.07148 -1.65407
N -9.54191 7.26850 -0.63626
N -7.37185 7.19701 -1.36565
H -9.47863 6.32334 -0.29377
H -10.40502 7.76972 -0.52785
H -6.58837 7.64155 -1.80966
H -7.27668 6.25545 -1.03627
C -7.97362 3.85275 4.12814
O -8.26937 4.94414 3.67119
N -8.18886 3.52338 5.43672
N -7.40535 2.87073 3.38033
H -7.95356 2.63346 5.83378
H -8.60731 4.22374 6.02197
H -7.23010 3.07443 2.41101
H -7.15508 1.96874 3.74034
C 9.43263 -1.02889 -3.43958
O 8.61774 -1.15735 -2.54053
N 10.33148 -2.00081 -3.75384
N 9.51102 0.09640 -4.20415
H 11.00925 -1.91774 -4.48767
H 10.30144 -2.84557 -3.20994
H 8.86054 0.83822 -4.00193
H 10.17299 0.22066 -4.94676
C 4.39603 -2.14155 -5.30286
O 3.61089 -2.58562 -4.48329
N 4.49517 -2.63556 -6.57162
N 5.23999 -1.11565 -5.01865
H 5.13450 -2.28362 -7.25870
H 3.88604 -3.39550 -6.81620
H 5.19462 -0.72827 -4.08977
H 5.89468 -0.73304 -5.67420
C -4.78563 -4.55033 1.25535
O -4.06150 -3.59858 1.46346
N -5.72962 -4.96998 2.15207
N -4.71798 -5.28288 0.10753
H -6.33638 -5.75295 1.99864
H -5.80705 -4.45294 3.00974
H -4.03295 -5.00178 -0.57483
H -5.30418 -6.07226 -0.08686
C 7.10481 4.09164 -3.05151
O 7.41095 3.56652 -4.11058
N 7.42062 3.54032 -1.84630
N 6.42494 5.26746 -2.98415
H 7.18222 3.95012 -0.96198
H 7.92366 2.67107 -1.86172
H 6.17491 5.70237 -3.85463
H 6.16429 5.71339 -2.12452

As for the HOMO energy: -4.9 eV. The charge is -1. The total energy is -3397.66375 Eh.


This record from OMol25 describes 5 unconnected molecules or ions with the total composition C20H55N5O5. The level of theory is ωB97M-V/def2-TZVPD.

Atoms and positions in Å:
C 18.95581 -0.77753 5.68710
O 19.34591 -0.74157 7.00171
C 20.76347 -1.14781 7.16015
C 21.02403 -1.32223 8.71629
C 22.55202 -1.35737 8.91718
N 20.38974 -2.56347 9.18061
H 18.91926 -1.78970 5.28428
H 19.64289 -0.28788 4.99697
H 17.93736 -0.45235 5.47471
H 20.96730 -2.06786 6.61236
H 21.33111 -0.40887 6.59460
H 20.62297 -0.40256 9.14227
H 23.01312 -1.69701 9.84460
H 23.04401 -0.40407 8.72412
H 22.96362 -2.03543 8.16957
H 19.51312 -2.40350 8.70516
H 20.82762 -3.27894 8.61806
C 22.40194 7.65065 6.64687
O 23.30367 8.63427 6.77776
C 24.50878 8.35615 6.15871
C 25.51578 9.25713 6.90218
C 26.95853 8.87736 6.53389
N 25.43940 9.05892 8.32354
H 21.45293 7.71933 7.17862
H 22.78516 6.64958 6.84463
H 22.20762 7.58159 5.57655
H 24.86772 7.34986 6.37465
H 24.43870 8.50954 5.08183
H 25.09492 10.20929 6.57913
H 27.65032 9.47860 7.12383
H 26.98089 8.92693 5.44525
H 27.12627 7.85915 6.88488
H 25.37223 8.06349 8.48077
H 24.57991 9.44309 8.68931
C 22.44525 4.64763 3.80370
O 21.24598 4.14473 4.53143
C 20.04941 4.74583 4.12718
C 19.25556 3.69763 3.36354
C 17.94765 4.32184 2.88598
N 19.04339 2.62934 4.30598
H 22.88797 5.53599 4.25416
H 22.18301 4.82772 2.76116
H 23.25631 3.91988 3.82968
H 19.59600 5.01424 5.08138
H 20.21570 5.73755 3.70652
H 19.80555 3.23265 2.54537
H 17.23289 4.66853 3.63231
H 17.51445 3.57391 2.22186
H 18.05721 5.29163 2.40060
H 18.52272 3.13953 5.00505
H 19.88300 2.43559 4.83288
C 21.75040 4.47363 -0.31887
O 20.48340 5.15700 -0.22212
C 20.30379 6.42332 -0.88038
C 18.93765 6.84734 -0.28252
C 17.73863 5.88043 -0.56003
N 18.39939 8.05837 -0.86836
H 21.92131 4.11500 -1.33389
H 21.67200 3.55675 0.26534
H 22.58130 5.11893 -0.03375
H 21.13864 7.07381 -0.61962
H 20.24768 6.31435 -1.96347
H 19.02171 7.08503 0.77792
H 17.54164 5.92338 -1.63123
H 16.86037 6.16711 0.01838
H 17.99200 4.86746 -0.24732
H 17.70587 8.45620 -0.25122
H 17.94208 7.72686 -1.70565
C 20.79473 3.12051 8.37212
O 19.50898 3.27657 8.90495
C 18.74016 2.05871 8.93857
C 17.92075 1.88951 7.71197
C 17.00470 3.08695 7.57420
N 17.19156 0.67783 7.89570
H 20.69471 2.68565 7.37764
H 21.37763 2.41215 8.96081
H 21.32944 4.00849 8.03497
H 19.29477 1.13433 9.09993
H 18.19442 2.19481 9.87224
H 18.66298 1.93060 6.91479
H 16.45131 3.24207 8.50037
H 16.27965 2.87209 6.78920
H 17.44062 4.02989 7.24416
H 16.52274 0.54356 7.15088
H 17.79656 -0.12955 7.84862

For the energy relative to the best compared isomer or geometry (same formula, charge and spin), the calculation gives 325.6 kJ/mol. The SMILES is COC[C@H](C)N.COC[C@H](C)N.COC[C@H](C)N.COC[C@H](C)N.COC[C@H](C)N. As for the HOMO energy: -8.9 eV. The charge is 0. The total energy is -1444.77119 Eh.